2 unconnected molecules or ions with the total composition C4H11NSi. Source: the Open Molecules 2025 dataset; level of theory: ωB97M-V with the def2-TZVPD basis set.

Last column: Mulliken charge in e.
Cartesian coordinates (Å):
C -1.525 0.424 1.480  -1.088
Si -0.772 0.676 -0.237  0.465
C 1.043 -0.125 -0.287  -0.920
C -1.894 -0.268 -1.675  -1.018
H -2.531 0.777 1.544  0.351
H -1.817 -0.594 1.764  0.345
H -0.935 0.735 2.349  0.320
H -0.471 2.102 -0.352  -0.149
H 1.542 -0.085 -1.274  0.339
H 1.747 0.192 0.452  0.178
H 0.929 -1.327 -0.027  0.264
H -2.055 0.347 -2.575  0.327
H -1.795 -1.375 -1.884  0.299
H -2.949 -0.096 -1.269  0.261
C 4.408 -0.431 -0.208  0.127
N 4.497 -0.689 -1.308  -0.351
H 4.402 -0.107 0.867  0.253

energy above the lowest of the compared OMol25 structures with the same formula, charge and spin: 211.60 kJ/mol
HOMO level: -10.421 eV
SMILES string: C[SiH](C)C.C#N
calculated total energy: -503.18947 a.u.
frontier orbital gap: 11.3 eV
net charge: 0



A molecular structure, C3H13N4. Source: the Open Molecules 2025 dataset; level of theory: ωB97M-V with the def2-TZVPD basis set.

Last column: Mulliken charge in e.
Cartesian coordinates (Å):
C 1.359 -1.566 0.635  -1.086
C -3.151 -0.433 -0.421  -0.679
C -1.571 0.980 0.906  -0.278
N 2.564 1.311 -0.444  -0.785
N 1.047 -0.619 -0.353  0.274
N -1.886 0.118 0.047  -0.144
N 0.000 -0.696 -1.014  -0.495
H 0.685 -2.350 0.921  0.385
H 2.148 -2.240 0.475  0.414
H 1.533 -1.125 1.523  0.411
H -3.009 -0.237 -1.520  0.241
H -3.018 -1.487 -0.002  0.279
H -3.837 0.195 0.095  0.303
H -2.456 1.434 1.389  0.218
H -0.632 1.344 1.183  0.238
H 2.091 2.161 -0.210  0.311
H 3.021 1.495 -1.311  0.314
H 1.863 0.272 -0.317  0.474
H -0.140 0.027 -1.795  0.263
H 3.388 1.417 0.213  0.341

energy above the lowest of the compared OMol25 structures with the same formula, charge and spin: 571.30 kJ/mol
HOMO level (alpha / beta): -12.290 / -12.290 eV
calculated total energy: -340.72587 a.u.
frontier orbital gap (alpha / beta): 8.9 / 8.9 eV
net charge: +1



A molecular structure, C3H6N2OS2. Source: the Open Molecules 2025 dataset; level of theory: ωB97M-V with the def2-TZVPD basis set.

Last column: Mulliken charge in e.
Cartesian coordinates (Å):
C -0.352 -0.066 1.733  0.507
C -0.576 0.847 -0.810  0.261
C 0.629 0.111 -1.255  -0.451
H -0.067 -2.112 1.701  0.233
H -1.183 -1.923 0.495  0.273
H 0.617 1.196 2.595  0.277
H 1.413 0.435 -0.672  0.320
H 0.279 -0.862 -1.039  0.316
H 0.577 0.626 -2.989  0.312
N -0.458 -1.344 1.213  -0.518
N 0.634 0.134 2.621  -0.663
O 1.224 0.308 -2.481  -0.424
S -1.150 1.273 0.794  -0.100
S -1.587 1.377 -1.906  -0.343

energy above the lowest of the compared OMol25 structures with the same formula, charge and spin: 374.67 kJ/mol
HOMO level: -9.073 eV
calculated total energy: -1098.93121 a.u.
frontier orbital gap: 8.5 eV
net charge: 0



2 unconnected molecules or ions with the total composition C6H16N. Source: the Open Molecules 2025 dataset; level of theory: ωB97M-V with the def2-TZVPD basis set.

Last column: Mulliken charge in e.
Cartesian coordinates (Å):
C 1.391 -1.257 2.029  -1.268
C 0.425 -0.175 1.499  0.507
C 0.306 0.184 0.088  -0.841
C -1.114 -0.488 0.684  -0.424
C -2.129 0.879 0.486  -0.585
C -2.940 1.241 -0.786  -1.037
N 3.418 -0.374 -2.918  -0.715
H 1.183 -1.428 3.103  0.395
H 2.454 -1.038 1.756  0.308
H 1.101 -2.245 1.713  0.366
H 0.252 0.590 2.267  0.396
H 0.782 -0.418 -0.647  0.371
H 0.387 1.176 -0.269  0.229
H -1.379 -1.249 -0.103  0.425
H -1.645 -0.880 1.545  0.481
H -1.317 1.696 0.696  0.246
H -2.723 0.984 1.414  0.443
H -2.429 1.666 -1.609  0.341
H -3.609 0.424 -1.111  0.322
H -3.466 2.160 -0.372  0.308
H 3.053 -0.629 -3.881  0.244
H 3.918 -1.238 -2.523  0.242
H 4.081 0.417 -3.061  0.245

energy above the lowest of the compared OMol25 structures with the same formula, charge and spin: 421.74 kJ/mol
HOMO level: -12.808 eV
calculated total energy: -292.56360 a.u.
frontier orbital gap: 8.4 eV
net charge: +1



A single C4H9N3O molecule. Source: the Open Molecules 2025 dataset; level of theory: ωB97M-V with the def2-TZVPD basis set.

Last column: Mulliken charge in e.
Cartesian coordinates (Å):
C -1.579 0.373 -2.804  -0.263
N -0.734 0.165 -1.808  -0.322
O -1.323 -1.047 -0.885  -0.307
C 0.131 -1.366 -0.422  -0.098
N 0.678 -0.679 0.448  -0.235
N 0.205 0.540 0.591  -0.096
C 1.107 1.333 1.561  -0.509
C 1.363 0.417 2.940  -0.909
H -1.554 1.240 -3.523  0.273
H -2.269 -0.586 -2.966  0.246
H 0.208 -2.478 -0.453  0.346
H -0.051 1.077 -0.164  0.305
H 2.199 1.466 1.074  0.244
H 0.813 2.336 1.657  0.442
H 0.313 0.218 3.244  0.281
H 1.649 -0.671 2.494  0.234
H 2.106 1.054 3.452  0.370

energy above the lowest of the compared OMol25 structures with the same formula, charge and spin: 734.05 kJ/mol
HOMO level: -8.421 eV
SMILES string: C=NO/C=N\NCC
calculated total energy: -397.07106 a.u.
frontier orbital gap: 8.9 eV
net charge: 0



A molecular structure, C35H47IN9O6PPbSTe. Source: the Open Molecules 2025 dataset; level of theory: ωB97M-V with the def2-TZVPD basis set.

Last column: Mulliken charge in e.
Cartesian coordinates (Å):
Pb -0.009 -0.148 -0.278  2.840
C -4.366 -2.019 -0.326  -1.096
C -4.207 -1.024 -1.433  0.687
N -5.023 -1.075 -2.461  -0.635
C -4.898 -0.153 -3.435  -0.945
C -3.970 0.858 -3.405  1.098
C -3.893 1.784 -4.587  -1.356
O -3.347 1.055 -5.705  -0.458
C -3.077 0.932 -2.318  0.578
C -2.114 2.016 -2.216  -1.436
N -1.008 1.941 -1.587  1.090
C -0.243 3.122 -1.443  -0.565
C 0.339 3.757 -2.532  0.105
C 1.136 4.877 -2.340  -0.819
C 1.358 5.358 -1.060  -0.785
C 0.777 4.730 0.036  -0.444
C -0.021 3.619 -0.160  -0.380
I -0.892 2.652 1.471  0.278
C -3.155 -0.049 -1.301  0.282
O -2.371 -0.128 -0.287  -0.815
H -5.127 -2.749 -0.597  0.332
H -3.419 -2.511 -0.101  0.086
H -4.667 -1.516 0.595  0.328
H -5.575 -0.248 -4.276  0.374
H -4.889 2.161 -4.834  0.560
H -3.253 2.646 -4.385  0.240
H -3.571 1.526 -6.512  0.276
H -2.381 2.975 -2.672  0.719
H 0.188 3.349 -3.525  0.398
H 1.597 5.359 -3.192  0.383
H 1.998 6.216 -0.900  0.488
H 0.981 5.078 1.036  0.521
N -2.966 -3.630 5.959  -0.300
C -2.256 -4.202 4.975  0.300
S -1.997 -5.821 4.920  -0.385
C -1.727 -3.258 3.929  1.181
C -2.174 -1.946 3.800  -0.893
C -1.639 -1.148 2.802  -0.650
N -0.709 -1.574 1.957  -0.142
C -0.288 -2.831 2.068  -0.599
C -0.762 -3.702 3.033  -0.698
H -3.322 -4.222 6.690  0.212
H -3.037 -2.634 6.070  0.163
H -2.952 -1.520 4.417  0.242
H -1.996 -0.135 2.659  0.208
H 0.449 -3.157 1.344  0.429
H -0.395 -4.715 3.095  0.392
C -2.371 -4.540 -2.085  -1.098
N -1.963 -3.307 -2.748  0.402
C -2.472 -3.004 -3.969  -0.409
C -2.149 -1.872 -4.618  -1.292
C -1.243 -1.000 -3.948  0.164
N -0.758 -1.272 -2.746  0.858
C -1.106 -2.426 -2.104  -0.148
O -0.723 -2.675 -0.955  -0.814
N -0.861 0.146 -4.551  -0.146
H -2.021 -5.402 -2.652  0.331
H -3.456 -4.565 -2.000  0.404
H -1.930 -4.552 -1.093  0.276
H -3.169 -3.725 -4.373  0.467
H -2.584 -1.618 -5.570  0.437
H -1.475 0.532 -5.263  0.441
H -0.378 0.806 -3.959  -0.165
C 5.826 3.662 -0.837  -1.137
C 4.437 4.089 -0.411  -0.278
O 3.552 2.971 -0.379  -0.006
P 3.154 2.141 0.946  -1.115
O 1.980 1.319 0.507  0.309
Te 2.966 3.519 2.852  -0.319
O 4.370 1.095 1.113  0.258
C 5.509 1.268 1.961  -0.461
C 5.412 0.334 3.145  -1.417
H 6.479 4.534 -0.911  0.432
H 5.803 3.168 -1.809  0.230
H 6.262 2.974 -0.113  0.143
H 4.003 4.790 -1.128  0.217
H 4.447 4.571 0.571  0.338
H 5.568 2.309 2.291  0.434
H 6.384 1.043 1.345  0.351
H 4.574 0.620 3.779  0.278
H 6.329 0.376 3.736  0.405
H 5.268 -0.692 2.805  0.283
C 2.595 0.273 -2.508  0.840
C 3.979 0.188 -3.196  -0.786
N 4.600 -1.108 -2.925  -0.205
C 3.750 -2.165 -3.478  -0.910
C 2.310 -2.066 -2.901  -0.889
N 2.266 -1.015 -1.884  1.053
C 3.271 -1.322 -0.853  -0.677
C 4.688 -1.290 -1.474  -0.815
H 1.810 0.506 -3.231  -0.147
H 2.585 1.040 -1.733  -0.684
H 4.640 0.974 -2.826  0.139
H 3.897 0.303 -4.280  0.352
H 4.208 -3.127 -3.239  0.273
H 3.742 -2.067 -4.566  0.401
H 1.989 -3.003 -2.441  0.449
H 1.588 -1.813 -3.681  0.240
H 3.034 -2.310 -0.449  0.461
H 3.175 -0.601 -0.046  0.370
H 5.232 -2.216 -1.278  0.337
H 5.272 -0.466 -1.056  0.157

energy above the lowest of the compared OMol25 structures with the same formula, charge and spin: 36.62 kJ/mol
HOMO level: -6.577 eV
calculated total energy: -3804.43759 a.u.
frontier orbital gap: 6.0 eV
net charge: 0